Arrangement a

ORCA calculation (wB97M-V/def2-TZVPD) on the molecule C5H13NO4S.

## Properties
LUMO level   0.59 eV
SMILES   CCN(CC)S(=O)(=O)C(O)O

ORCA input file:
```
! wB97M-V def2-TZVPD RIJCOSX def2/J DEFGRID3
* xyz 0 1
O 2.30520 -2.43817 -0.89484
H 3.73966 -0.70756 0.11329
C -2.49759 -0.44252 -0.58814
C 2.07826 -1.66245 0.18507
H -0.55951 3.37266 0.85773
O 0.67911 -0.07031 -1.93922
H -1.77985 2.33112 -0.14068
H -2.28591 0.25822 -1.39717
H -2.89351 -1.42545 -0.95950
S 1.05073 0.08431 -0.57448
H -1.55849 -1.46530 0.91310
C -1.20385 -1.01613 0.07694
H 2.55019 -1.95640 -1.68437
C -0.82075 2.48373 0.23992
C -0.49572 1.34522 1.19322
H -3.03199 0.05729 0.23656
N -0.25006 0.05953 0.43610
H -1.36295 1.11649 1.76703
H 0.49007 1.48485 1.67928
O 1.91636 1.19132 -0.21313
O 3.26371 -1.19595 0.82639
H -0.56736 -1.71466 -0.50209
H -0.05386 2.41915 -0.54182
H 1.28813 -2.10899 0.91080
*
```

Arrangement b

ORCA calculation (wB97M-V/def2-TZVPD) on a cluster of 2 separate species, C5H13NO4S in total.

## Properties
LUMO level   0.71 eV
SMILES   CC(C)S(=O)(=O)O.N[C@H]1CO1

ORCA input file:
```
! wB97M-V def2-TZVPD RIJCOSX def2/J DEFGRID3
* xyz 0 1
H 0.48570 1.16204 0.40157
H 2.62052 0.85193 -1.82495
H -4.01670 -1.94532 0.61906
C 1.45532 0.72552 0.10485
O 0.25141 -1.40105 1.07779
H 2.02576 0.00047 2.07139
C 2.43515 0.74485 1.25584
H -3.62034 0.54999 0.40224
H 2.34852 2.32206 -1.15435
H -2.31745 -2.22408 -0.24146
H -1.82373 1.51935 -0.58393
S 1.00901 -0.98773 -0.21593
H 3.33657 0.23972 0.89013
C -2.76577 -0.07979 -0.00320
C 1.82318 1.30891 -1.25362
C -2.96460 -1.51679 0.27306
H 2.39219 1.71910 1.78802
H 0.90845 1.28714 -2.01369
H -0.68910 -1.37599 1.16161
O -2.13716 -0.74491 1.12356
O 0.14774 -0.98762 -1.38196
H -1.11212 0.03682 -1.27112
O 2.20866 -1.75325 -0.25808
N -2.00120 0.54864 -0.96682
*
```

Arrangement c

ORCA calculation (wB97M-V/def2-TZVPD) on a cluster of 2 separate species, C5H13NO4S in total.

## Properties
LUMO level   0.59 eV

ORCA input file:
```
! wB97M-V def2-TZVPD RIJCOSX def2/J DEFGRID3
* xyz 0 1
C 0.72948 0.81520 -1.21341
O -1.73138 1.29616 0.21293
N 0.34686 -0.03523 -0.11667
H 2.42509 -2.38921 1.18879
H 2.73670 -0.66278 0.99862
C 1.96196 -1.40736 1.16486
H 1.35617 -1.66488 -0.89198
O -3.32674 -1.42350 0.14250
H 0.61349 0.27271 -2.16080
H 2.28151 1.87774 -0.14749
O -4.18090 0.52581 -0.53374
S -0.86594 0.38776 0.94301
H -5.15744 -1.19217 -0.70130
H 2.34587 2.05579 -1.90360
H 0.01903 1.64561 -1.20717
O -0.05345 1.45534 1.95334
H -3.29923 0.90821 -0.24572
H 0.46078 1.00697 2.62683
C 0.90987 -1.35071 0.05432
C 2.15214 1.35646 -1.09433
H 0.09640 -2.04219 0.29601
C -4.20699 -0.76365 -0.34474
H 1.50603 -1.22275 2.13520
H 2.88071 0.55069 -1.15546
*
```

Going by the energies, arrangement c is most stable and the next is 2.115 eV up.

Arrangement a

ORCA calculation (wB97M-V/def2-TZVPD) on a structure of composition C4H15NO3.

## Properties
LUMO level   -2.44 eV

ORCA input file:
```
! wB97M-V def2-TZVPD RIJCOSX def2/J DEFGRID3
* xyz 0 1
O -0.91632 0.50123 2.50852
H 1.99314 2.72744 0.08620
H 1.40940 0.12925 -0.96285
H -0.23257 -2.17942 -3.00297
H -0.06278 3.14582 3.38667
H -2.39639 -1.52053 -1.45919
H -1.28978 0.41826 3.38540
C -1.51475 -0.90813 -1.10412
H 0.96323 2.53043 1.26461
C 0.08842 -1.60407 -1.10703
C 0.99642 -0.73388 -0.38963
O 1.12643 2.36095 0.30095
H -1.59374 -0.08359 0.68970
H -0.29309 1.42262 2.67499
H 0.61952 -3.42254 -2.23525
N -1.91372 0.19522 -0.27657
O 0.42083 2.48709 2.89216
H 1.94424 -1.12938 -0.02958
H 0.54257 -0.51373 0.62202
H 1.55339 -1.98602 -2.68795
H -0.62036 -0.49441 -1.71401
H -1.40920 1.02110 -0.55117
C 0.58510 -2.36372 -2.29090
*
```

Arrangement b

ORCA calculation (wB97M-V/def2-TZVPD) on a cluster of 3 separate species, C4H15NO3 in total.

## Properties
LUMO level   0.70 eV
SMILES   CCNCCO.O.O

ORCA input file:
```
! wB97M-V def2-TZVPD RIJCOSX def2/J DEFGRID3
* xyz 0 1
H 0.26937 0.08708 0.38181
H 1.17431 -2.68572 0.50229
H -0.38549 -1.18241 -1.97413
H 2.26477 -0.21377 1.23844
H 1.56242 -1.92078 -1.05457
H 0.26023 2.07675 -2.01780
N 0.10805 -0.88754 0.14789
C -1.88417 0.00710 -1.16439
C 2.56568 -1.05200 0.65159
H -1.82879 1.92624 4.90544
H 3.38121 -0.79710 -0.03042
H 0.27556 3.09953 -0.79299
O -1.47067 0.90506 -2.20494
H -1.99875 0.77918 -0.34300
H -2.90454 -0.23728 -1.35010
H 2.86709 -1.79656 1.38982
H -0.89848 1.66174 3.78751
H -1.40089 -1.96659 -0.65244
O 0.80125 2.54477 -1.37368
C 1.28278 -1.70288 0.00299
H -1.37737 0.51286 -3.07815
O -1.82452 1.88418 3.93953
C -0.83904 -1.04187 -0.91070
*
```

Arrangement c

ORCA calculation (wB97M-V/def2-TZVPD) on a cluster of 3 separate species, C4H15NO3 in total.

## Properties
LUMO level   0.73 eV
SMILES   COC[C@H](C)N.O.O

ORCA input file:
```
! wB97M-V def2-TZVPD RIJCOSX def2/J DEFGRID3
* xyz 0 1
H 5.98531 0.02555 -3.94877
H 0.45934 1.30928 1.40025
H -0.22263 -1.65966 2.88879
C -2.00193 0.18271 0.92935
H 4.76930 -0.82281 -3.64302
H -0.76003 2.03748 2.45634
H 0.52512 0.97183 3.06936
C -1.07466 -0.09064 2.10158
C -0.18700 1.13136 2.25972
O -1.23410 0.67204 -0.17812
H 1.09207 -0.82826 -2.12537
N -0.23537 -1.30837 1.94194
H -2.67641 0.41320 -1.81462
C -2.02652 1.12387 -1.30401
H -2.57598 2.04806 -1.12495
O 5.68328 -0.88232 -3.92111
H -1.27032 1.40094 -2.03850
H 1.60857 -2.00049 -1.31854
H -1.64899 -0.29582 3.00498
H -2.62467 0.97565 1.34350
O 1.68348 -1.57928 -2.17480
H -2.52402 -0.71959 0.61096
H -0.74383 -2.10473 1.58505
*
```

Going by the energies, arrangement c is most stable and the next is 0.206 eV up.

Arrangement a

ORCA calculation (wB97M-V/def2-TZVPD) on a cluster of 5 separate species, C4H15NO3 in total.

## Properties
LUMO level   -4.46 eV

ORCA input file:
```
! wB97M-V def2-TZVPD RIJCOSX def2/J DEFGRID3
* xyz 0 1
C 0.79016 -0.88202 -0.98083
H -1.77932 0.57247 0.40935
O 2.30203 1.55543 0.54906
O -2.54620 1.06786 -0.79706
O 1.30635 -0.19960 1.88654
H -0.31691 -1.89903 1.14558
H 1.68311 -0.19614 2.77249
H 0.60926 0.96617 -1.86915
N -1.38858 -0.10463 1.17413
H 1.41866 -1.64856 -0.54526
H 2.00369 2.42944 0.77111
C -0.56853 -0.96616 -0.69801
H 2.14327 0.66448 -0.88198
H -2.37217 -1.54789 -3.37613
H -0.46461 0.30084 1.41238
H 1.94905 0.02228 -2.51260
H 1.89504 0.81131 1.22405
C -1.08020 -1.39594 0.59481
H -2.73897 -1.06992 -2.94050
H -1.30042 -0.40473 -1.27667
C 1.39714 0.27496 -1.59853
H -1.88907 -2.12274 0.63729
H -3.06951 1.84832 -0.57835
*
```

Arrangement b

ORCA calculation (wB97M-V/def2-TZVPD) on a cluster of 3 separate species, C4H15NO3 in total.

## Properties
LUMO level   0.70 eV
SMILES   CC[C@H](N)CO.O.O

ORCA input file:
```
! wB97M-V def2-TZVPD RIJCOSX def2/J DEFGRID3
* xyz 0 1
H 1.70509 -0.81354 1.05302
O 0.37958 -3.53124 0.31906
H 0.65973 0.91539 -3.15106
O -1.76107 1.97470 1.81671
H 3.24119 -0.55489 1.18324
H 1.13487 -2.94050 0.43522
H -0.62151 -1.11026 0.56106
H 0.27952 1.58288 0.28114
H -1.24793 1.03758 -1.91477
H 1.54285 1.12897 -1.59856
H -2.58349 0.55912 0.65675
C 0.82423 0.53896 -2.14671
O 2.54122 -1.14763 1.46571
N -0.03887 -0.34629 0.88990
H -0.24259 -0.10834 1.85377
H 0.00297 -3.57626 1.20691
C -0.49258 0.83425 0.07808
H -1.19387 2.75145 1.78753
H -0.85792 -0.59553 -1.51892
H 1.26384 -0.45746 -2.22816
C -1.84001 1.34439 0.53946
H -2.18336 2.08820 -0.18830
C -0.51189 0.42606 -1.38109
*
```

Going by the energies, arrangement b is most stable and the next is 9.301 eV up.

Arrangement a

ORCA calculation (wB97M-V/def2-TZVPD) on the molecule C4H5FN2.

## Properties
LUMO level   0.79 eV
SMILES   Cc1nc(F)c[nH]1

ORCA input file:
```
! wB97M-V def2-TZVPD RIJCOSX def2/J DEFGRID3
* xyz 0 1
C 0.37988 -0.29916 0.03578
N -0.63462 -1.14145 0.07168
C -1.74437 -0.34699 -0.01520
C -1.45765 0.97443 -0.05373
C 1.78782 -0.67418 -0.02726
F -2.98882 -0.81772 0.02516
N -0.08469 0.97293 0.09956
H 1.86463 -1.63068 -0.54081
H -2.09327 1.85317 -0.13922
H 2.39379 0.03018 -0.60393
H 2.16296 -0.75713 0.98820
H 0.41435 1.83660 0.15977
*
```

Arrangement b

ORCA calculation (wB97M-V/def2-TZVPD) on the molecule C4H5FN2.

## Properties
LUMO level   0.94 eV
SMILES   Nc1[nH]ccc1F

ORCA input file:
```
! wB97M-V def2-TZVPD RIJCOSX def2/J DEFGRID3
* xyz 0 1
N -0.72176 0.32374 0.22645
C 1.62554 0.12234 -0.01270
N 0.06021 -2.01924 0.18494
C -0.18122 1.54838 0.21501
H -0.45017 -2.33982 -0.67781
H -1.67101 0.22860 0.64525
F 2.85563 -0.41561 -0.22476
C 1.17844 1.47372 -0.00304
H 0.92507 -2.49285 0.22170
H -0.70603 2.49147 0.10030
C 0.28895 -0.63161 0.20544
H 1.86317 2.24775 0.19065
*
```

Arrangement c

ORCA calculation (wB97M-V/def2-TZVPD) on a cluster of 2 separate species, C4H5FN2 in total.

## Properties
LUMO level   0.67 eV
SMILES   C=C/C=N/F.C#N

ORCA input file:
```
! wB97M-V def2-TZVPD RIJCOSX def2/J DEFGRID3
* xyz 0 1
C 1.90784 -0.03009 0.01490
H -0.06033 0.79450 0.58819
N -2.57400 -0.21364 0.35773
F -0.84842 -1.24889 2.02260
H -4.59647 0.24431 -0.46370
C 0.62770 -0.07681 0.71637
H 2.80125 -0.55263 0.34094
H 1.18255 1.10608 -1.75438
C 1.99263 0.61779 -1.18194
N 0.29096 -1.14352 1.20239
H 2.84052 0.39778 -1.74542
C -3.56422 0.10510 -0.09767
*
```

Going by the energies, arrangement a is most stable and the next is 1.528 eV up.